Entry 1:
# C56H39I4N6OS4SiY

A structure of composition C56H39I4N6OS4SiY (ωB97M-V/def2-TZVPD, OMol25).

Structure (XYZ):
```
112
C56H39I4N6OS4SiY (ωB97M-V/def2-TZVPD)
Y -0.2918 0.2374 0.0155
I -6.6687 -4.2868 -6.2524
C -5.2200 -3.5881 -4.9077
C -5.4901 -2.4046 -4.2206
C -4.4687 -1.8999 -3.4442
C -3.3225 -2.6287 -3.2993
C -3.0911 -3.8311 -3.9354
C -4.0686 -4.2968 -4.7625
C -2.2699 -1.9240 -2.3955
C -1.3588 -1.0154 -2.9892
C -1.1350 -0.9123 -4.3864
C -0.0254 -0.0157 -4.4952
C 0.2587 0.4402 -3.2125
C 1.3704 1.3504 -2.7856
C 1.9687 2.2141 -3.8790
C 1.1741 2.7709 -4.8643
C 1.7629 3.5508 -5.8780
C 3.1072 3.7459 -5.8504
I 3.9937 4.8471 -7.3934
C 3.9039 3.2642 -4.8128
C 3.3012 2.5018 -3.8290
C 2.3678 0.4355 -2.0467
N 1.9579 -0.0721 -0.8427
C 3.0161 -0.9632 -0.4478
C 3.0881 -1.5942 0.8123
C 4.4193 -2.2448 1.1653
C 4.7428 -3.5197 0.6710
C 6.0131 -4.0737 0.7700
C 6.9708 -3.3173 1.4423
I 8.8156 -4.1982 1.7869
C 6.6183 -2.0654 1.9846
C 5.3528 -1.5379 1.9462
C 2.0763 -1.6618 1.6722
C 2.1775 -2.1829 3.0155
C 0.9052 -2.1850 3.5450
C 0.0223 -1.7488 2.4548
N 0.7365 -1.3362 1.4062
C -1.3305 -1.9563 2.3790
C -1.9762 -2.2032 1.1211
C -3.1452 -3.0869 0.9297
C -3.4306 -3.0972 -0.3830
C -2.4269 -2.2004 -1.0681
N -1.7162 -1.6500 -0.0284
C -2.1077 -1.6462 3.6283
C -3.5027 -1.9260 3.6991
C -4.2006 -1.7195 4.8814
C -3.5482 -1.1318 5.9929
I -4.7254 -0.8242 7.7320
C -2.2647 -0.6569 5.8750
C -1.5842 -0.9198 4.6774
C 3.9741 -0.9669 -1.4805
C 3.5365 -0.1665 -2.5065
N -0.5341 -0.1330 -2.2882
H -6.4094 -1.8522 -4.3000
H -4.5658 -1.0676 -2.7563
H -2.1698 -4.3728 -3.7283
H -3.9418 -5.1721 -5.3253
H -1.6931 -1.4474 -5.0669
H 0.4912 0.2662 -5.3917
H 0.1471 2.5396 -4.7346
H 1.1473 3.9481 -6.6638
H 4.9896 3.3578 -4.7755
H 3.9707 2.0743 -3.1001
H 3.9936 -4.0290 0.1089
H 6.1967 -4.9773 0.1682
H 7.3524 -1.5200 2.5367
H 5.1625 -0.5970 2.4681
H 3.1327 -2.4958 3.5034
H 0.5017 -2.6637 4.4711
H -3.6161 -3.6739 1.6986
H -4.1512 -3.7334 -0.9286
H -3.9479 -2.2745 2.7997
H -5.2834 -1.9060 4.9979
H -1.8017 -0.1631 6.6741
H -0.5884 -0.5185 4.5253
H 4.9670 -1.4687 -1.4375
H 3.9825 -0.0292 -3.4770
C -4.2662 0.2290 1.2667
C -3.2213 0.8954 2.0533
C -3.6139 1.4533 3.3128
C -2.6608 2.0874 4.0920
C -1.3987 2.2413 3.6660
C -1.0348 1.7338 2.3873
N -1.9549 1.0140 1.6592
N 0.1722 1.8030 1.8126
Si 1.4800 2.6120 2.5164
C 1.2519 4.4334 2.8503
C 2.0285 1.8867 4.2001
C 3.0105 2.3853 1.3688
H -4.8228 -0.4568 1.8747
H -3.8130 -0.3140 0.4288
H -4.9066 0.9780 0.8425
H -4.6327 1.2805 3.5485
H -2.9935 2.3562 5.0685
H -0.7324 2.7354 4.3290
H 0.4882 4.6843 3.5567
H 0.9870 5.0226 1.9079
H 2.2146 4.8059 3.2450
H 1.1909 1.8801 4.9286
H 2.7857 2.5455 4.6442
H 2.4389 0.8920 4.0915
H 2.9113 2.9424 0.4526
H 3.2673 1.3272 1.2682
H 3.8613 2.7600 1.9342
O -1.4367 6.8448 -3.9355
C -1.3613 5.7575 -3.4012
S -2.7199 4.7495 -2.8515
C -1.8005 3.4014 -2.0968
C -0.4475 3.5090 -2.2963
S 0.6608 2.5169 -1.4385
S 0.2129 4.9995 -3.1247
S -2.7392 2.2149 -1.3467
```

Summary:
Highest occupied orbital energy (alpha / beta)   -0.068 / -0.068 Eh
Net charge   -2
ΔE to the lowest compared entry with this formula, charge and spin   1.417 eV
Orbital gap (alpha / beta)   0.1727 / 0.1727 Eh
E_LUMO (alpha / beta)   2.86 / 2.86 eV
Largest force on an atom   3.859 eV/Å

---

Entry 2:
# C48H28BCoF2I4N6S

A structure of composition C48H28BCoF2I4N6S (ωB97M-V/def2-TZVPD, OMol25).

Structure (XYZ):
```
91
C48H28BCoF2I4N6S (ωB97M-V/def2-TZVPD)
Co 0.3087 0.8852 -0.5198
I -8.5225 1.1272 2.1748
C -6.5178 1.5776 1.9288
C -6.0961 2.3842 0.8659
C -4.7735 2.5715 0.5353
C -3.7346 1.8843 1.2352
C -4.1763 1.0597 2.2694
C -5.5323 0.9061 2.5972
C -2.3617 2.1730 0.9390
C -1.3038 1.8179 1.7279
C -1.1682 2.0450 3.1789
C 0.0515 1.5794 3.5987
C 0.5783 0.8779 2.4226
C 1.6433 -0.0523 2.3362
C 2.5497 -0.3494 3.4413
C 3.9093 -0.5498 3.2236
C 4.7925 -0.5897 4.2986
C 4.2956 -0.5234 5.6284
I 5.5994 -0.3657 7.4143
C 2.9082 -0.4165 5.7928
C 2.0214 -0.3933 4.7738
C 1.7014 -0.8724 1.1750
N 1.1724 -0.5367 -0.1196
C 1.3185 -1.8136 -0.8588
C 1.2021 -1.8313 -2.2797
C 1.6306 -3.0198 -3.0773
C 0.8277 -3.4016 -4.1825
C 0.9608 -4.6320 -4.7731
C 1.9600 -5.5438 -4.4589
I 2.0051 -7.3259 -5.5859
C 2.8170 -5.1534 -3.4000
C 2.6479 -3.9483 -2.7163
C 0.7506 -0.6770 -2.9737
C 1.1352 -0.3601 -4.3155
C 1.0772 1.0087 -4.5077
C 0.5850 1.5684 -3.3168
N 0.0829 0.5202 -2.4248
C 0.2281 2.9047 -3.1031
C -0.7446 3.1765 -2.0915
C -1.4036 4.3763 -1.7978
C -2.1670 4.1882 -0.5833
C -2.0086 2.8272 -0.3042
N -1.1532 2.1646 -1.1787
C 0.6618 3.9275 -4.0902
C 1.9431 3.9161 -4.6518
C 2.3426 4.8626 -5.5334
C 1.4677 5.8899 -5.9132
I 2.2087 7.5548 -6.9184
C 0.1370 5.8788 -5.4096
C -0.2337 4.8798 -4.5743
C 1.9657 -2.7682 -0.0471
C 2.2663 -2.1386 1.1583
N -0.1128 1.2606 1.2582
H -6.8357 3.0246 0.3744
H -4.5743 3.0584 -0.3909
H -3.4466 0.4494 2.7596
H -5.6804 0.4221 3.5618
H -1.8921 2.4497 3.8726
H 0.4329 1.6184 4.6113
H 4.3536 -0.7799 2.2587
H 5.8209 -0.5026 4.0889
H 2.4994 -0.3159 6.7821
H 0.9417 -0.4849 5.0468
H 0.0528 -2.7366 -4.4961
H 0.2771 -4.7727 -5.6096
H 3.6310 -5.8160 -3.1423
H 3.4038 -3.7492 -1.9275
H 1.4734 -1.0967 -5.0139
H 1.5558 1.5624 -5.3011
H -1.2099 5.3292 -2.2552
H -2.8468 4.9062 -0.0523
H 2.5807 3.1193 -4.2588
H 3.3640 4.9976 -5.8466
H -0.6193 6.5497 -5.8464
H -1.2726 4.7965 -4.3414
H 2.2019 -3.8077 -0.2326
H 2.7004 -2.6119 2.0294
F -2.4232 1.2414 -2.9640
B -1.4670 0.8229 -2.0042
F -2.0886 -0.2071 -1.3303
S -1.3409 -2.9380 2.1005
C -1.5120 -3.9332 3.4566
N -0.5470 -3.7796 4.4826
C -0.2709 -4.6464 5.5114
C -1.1608 -5.6690 5.7042
C -2.1850 -5.7540 4.7323
N -2.3826 -4.9450 3.6856
H 0.0968 -3.0022 4.3212
H 0.6238 -4.4480 6.0709
H -1.0620 -6.3765 6.5291
H -2.9349 -6.5055 4.7659
```

Summary:
Highest occupied orbital energy (alpha / beta)   -0.200 / -0.280 Eh
Net charge   0
Orbital gap (alpha / beta)   0.1526 / 0.1825 Eh
E_LUMO (alpha / beta)   -1.28 / -2.66 eV
Multiplicity   5
Largest force on an atom   7.702 eV/Å

---

Entry 3:
# CH3ClFN

A cluster of 2 separate species, CH3ClFN in total (ωB97M-V/def2-TZVPD, OMol25).

Structure (XYZ):
```
7
CH3ClFN (ωB97M-V/def2-TZVPD)
C 0.2654 -1.2937 -0.2563
N -0.4840 1.3065 0.7372
F -1.4320 1.6315 -0.2134
Cl 0.8482 2.2721 0.5180
H 1.0900 -0.8892 -0.8010
H 0.4078 -1.6646 0.7357
H -0.6953 -1.3626 -0.7203
```

Summary:
Highest occupied orbital energy (alpha / beta)   -0.325 / -0.378 Eh
Net charge   0
ΔE to the lowest compared entry with this formula, charge and spin   4.411 eV
Orbital gap (alpha / beta)   0.2854 / 0.3843 Eh
E_LUMO (alpha / beta)   -1.07 / 0.16 eV
Largest force on an atom   1.042 eV/Å

---

Entry 4:
# H7N4P

A cluster of 2 separate species, H7N4P in total (ωB97M-V/def2-TZVPD, OMol25).

Structure (XYZ):
```
12
H7N4P (ωB97M-V/def2-TZVPD)
N -0.6324 -0.5390 -2.2261
N -1.0344 0.9590 1.4617
N 1.4385 0.3827 1.6141
N -0.1045 -1.0961 -1.0496
P 0.4095 1.2594 0.6134
H 0.0570 -0.2290 -2.8836
H -1.4655 -0.0112 -2.0349
H -1.0234 -0.0059 1.7550
H -1.8251 1.3529 0.9937
H 1.1377 -0.5590 1.7838
H 2.3886 0.2472 1.2752
H 0.6541 -1.7609 -1.3027
```

Summary:
Highest occupied orbital energy (alpha / beta)   -0.215 / -0.295 Eh
Net charge   0
ΔE to the lowest compared entry with this formula, charge and spin   3.102 eV
Orbital gap (alpha / beta)   0.2385 / 0.3318 Eh
E_LUMO (alpha / beta)   0.63 / 1.00 eV
Largest force on an atom   2.785 eV/Å

---

Entry 5:
# C25H32FeN2P2

A structure of composition C25H32FeN2P2 (ωB97M-V/def2-TZVPD, OMol25).

Structure (XYZ):
```
62
C25H32FeN2P2 (ωB97M-V/def2-TZVPD)
C -3.8885 1.1833 -1.8340
C -2.8448 1.4440 -0.9600
C -2.9292 0.9399 0.3875
C -4.0654 0.1344 0.7884
C -5.1163 -0.0964 -0.1544
C -5.0284 0.4260 -1.4289
C -4.0556 -0.3924 2.0928
C -2.9644 -0.1576 2.9491
C -1.8934 0.6794 2.4472
C -0.7325 0.9317 3.2631
C -0.6727 0.3652 4.5266
C -1.7341 -0.4450 5.0305
C -2.8540 -0.7047 4.2664
H -3.8365 1.5566 -2.8630
H -5.9789 -0.7005 0.1474
H -5.8321 0.2479 -2.1512
H -4.8961 -1.0061 2.4377
H 0.2085 0.5391 5.1546
H -1.6469 -0.8697 6.0359
H -3.6613 -1.3389 4.6488
N -1.9132 1.2200 1.2187
Fe 0.6663 -0.6566 -0.2789
C -1.5850 2.1505 -1.3686
H -1.2045 2.7630 -0.5354
H -1.7545 2.7854 -2.2560
C 0.3767 1.7363 2.6590
H -0.0415 2.5530 2.0484
H 1.0411 2.1546 3.4355
P -0.2005 0.9466 -1.8117
P 1.4586 0.7225 1.4806
C 2.4589 -0.2108 2.7359
H 3.2656 -0.7554 2.2175
H 2.8950 0.4551 3.5025
H 1.8054 -0.9548 3.2209
C 2.6682 2.0656 1.0242
H 3.1142 2.5408 1.9163
H 3.4731 1.6364 0.4033
H 2.1462 2.8352 0.4309
C -0.9073 0.1881 -3.3430
H -1.2810 0.9516 -4.0493
H -0.1222 -0.4180 -3.8229
H -1.7266 -0.4874 -3.0495
C 1.0184 2.1442 -2.5484
H 1.8811 1.5828 -2.9461
H 0.5657 2.7356 -3.3641
H 1.3818 2.8270 -1.7632
H -0.7604 -0.8021 0.3225
H 0.1989 -1.6638 -1.4968
N 2.5970 -0.4993 -0.8245
C 2.9475 -1.6535 -1.5840
C 3.1235 -2.8710 -0.9057
C 3.4818 -4.0286 -1.6005
C 3.6734 -3.9822 -2.9824
C 3.5001 -2.7790 -3.6726
C 3.1347 -1.6169 -2.9834
H 3.1994 -0.4027 -0.0043
H 2.6304 0.2525 -1.5125
H 2.9820 -2.9196 0.1674
H 3.6149 -4.9602 -1.0661
H 3.9559 -4.8792 -3.5183
H 3.6518 -2.7465 -4.7435
H 3.0116 -0.6954 -3.5364
```

Summary:
Highest occupied orbital energy (alpha / beta)   -0.345 / -0.379 Eh
Net charge   +1
ΔE to the lowest compared entry with this formula, charge and spin   0.000 eV
Orbital gap (alpha / beta)   0.2336 / 0.2344 Eh
E_LUMO (alpha / beta)   -3.02 / -3.94 eV
Multiplicity   6
Largest force on an atom   3.950 eV/Å